1.
Entry from OMol25: 2 unconnected molecules or ions with the total composition C2H5Cl3P2 in a non-equilibrium geometry (the ωB97M-V functional and the def2-TZVPD basis).

- HOMO energy (Eh) = -0.344
- energy relative to the best compared isomer or geometry (same formula, charge and spin) (kcal per mole) = 24.2
- gap between HOMO and LUMO (eV) = 8.78
- DFT total energy (Eh) = -2142.38895
- SMILES = [H]/P=C\C(P)(Cl)Cl.Cl

The geometry in ORCA input format:
```
! wB97M-V def2-TZVPD RIJCOSX def2/J DEFGRID3
* xyz 0 1
C -0.500 0.770 -0.827
C -1.326 -0.344 -0.286
P 0.155 1.960 0.135
P -0.295 -1.941 0.149
Cl 3.333 0.749 0.026
Cl -2.535 -0.901 -1.538
Cl -2.378 0.257 1.052
H -0.346 0.963 -1.858
H 4.557 1.055 -0.544
H 0.251 1.530 1.581
H 0.482 -1.526 1.243
H -1.398 -2.571 0.866
*
```


2.
Entry from OMol25: a single C3H4OS molecule in a non-equilibrium geometry (the ωB97M-V functional and the def2-TZVPD basis).

- HOMO energy (Eh) = -0.343
- energy relative to the best compared isomer or geometry (same formula, charge and spin) (kcal per mole) = 27.6
- gap between HOMO and LUMO (eV) = 10.15
- DFT total energy (Eh) = -590.08063
- SMILES = C=CSC=O

The geometry in ORCA input format:
```
! wB97M-V def2-TZVPD RIJCOSX def2/J DEFGRID3
* xyz 0 1
C -2.233 0.946 -0.001
C -1.190 0.294 0.387
C 1.514 -0.551 0.025
H -2.309 1.327 -0.932
H -2.887 1.213 0.862
H -0.870 0.070 1.374
H 2.257 -0.621 -0.663
O 1.670 -0.942 1.143
S 0.119 0.088 -0.766
*
```


| no. | molar mass (u) | LUMO (eV) |
| --- | --- | --- |
| 1 | 197.37 | -0.57 |
| 2 | 88.13 | 0.83 |